No. 1
Molecular formula: C2H6N2O4
Method: DFT, ωB97M-V/def2-TZVPD

Its relative energy (zero: lowest compared OMol25 entry of this formula, charge and spin) is 680.4 kJ/mol. The calculation puts the HOMO energy at -11.040 eV. Its LUMO energy is 0.07 eV. The largest force on an atom comes out at 0.9 eV/A. The gap between HOMO and LUMO comes out at 11.10 eV. For the total energy, the calculation gives -490.0801 Ha. As for the SMILES: C[N+](=O)[O-].C[N+](=O)[O-].

Positions of all 14 atoms, in Å:
C -2.24 -1.76 -0.46
N -0.99 -2.24 0.17
O -0.08 -1.45 0.25
O -0.93 -3.38 0.56
H -2.59 -0.94 0.16
H -2.93 -2.60 -0.44
H -2.00 -1.40 -1.46
C 1.90 1.38 0.36
N 1.35 2.70 -0.01
O 1.19 2.90 -1.19
O 1.18 3.52 0.85
H 1.89 1.26 1.43
H 2.91 1.37 -0.06
H 1.34 0.61 -0.16

=====

No. 2
Molecular formula: C23H29N2O5
Method: DFT, ωB97M-V/def2-TZVPD

Its relative energy (zero: lowest compared OMol25 entry of this formula, charge and spin) is 20.3 kJ/mol. The calculation puts the HOMO energy at -10.483 eV. Its LUMO energy is -2.32 eV. The largest force on an atom comes out at 1.3 eV/A. The gap between HOMO and LUMO comes out at 8.17 eV. For the total energy, the calculation gives -1379.2951 Ha. As for the total charge: +1. As for the SMILES: CC(=O)c1ccc(OC[C@H](O)C[NH+]2CCN(Cc3ccc4c(c3)OCO4)CC2)cc1.

Positions of all 59 atoms, in Å:
C 3.84 0.64 -2.11
C 2.71 1.56 -1.76
O 2.16 2.28 -2.56
C 2.27 1.57 -0.33
C 1.96 2.80 0.25
C 1.52 2.87 1.55
C 1.33 1.70 2.29
C 1.61 0.46 1.71
C 2.10 0.41 0.41
H 2.33 -0.55 -0.03
H 1.49 -0.46 2.26
O 0.81 1.89 3.54
C 0.67 0.83 4.45
C -0.65 0.01 4.26
O -0.42 -1.20 3.57
H -0.01 -1.84 4.16
H -1.05 -0.20 5.26
C -1.70 0.81 3.47
N -1.58 0.56 2.02
C -1.79 1.75 1.17
C -1.49 1.39 -0.29
N -2.41 0.35 -0.70
C -2.20 -0.84 0.09
C -2.48 -0.53 1.56
H -2.31 -1.41 2.18
H -3.51 -0.18 1.67
H -2.90 -1.61 -0.24
H -1.18 -1.25 0.00
C -2.50 0.10 -2.14
C -1.56 -0.97 -2.65
C -2.07 -2.22 -2.98
C -1.25 -3.26 -3.42
C 0.10 -3.01 -3.48
C 0.62 -1.76 -3.13
C -0.18 -0.72 -2.72
H 0.23 0.25 -2.51
O 1.98 -1.79 -3.26
C 2.29 -3.07 -3.80
O 1.11 -3.84 -3.85
H 2.71 -2.95 -4.81
H 3.03 -3.57 -3.15
H -1.65 -4.22 -3.70
H -3.13 -2.39 -2.93
H -3.53 -0.21 -2.34
H -2.32 1.04 -2.65
H -1.65 2.27 -0.91
H -0.43 1.09 -0.37
H -1.13 2.55 1.50
H -2.83 2.06 1.27
H -0.61 0.23 1.84
H -2.71 0.52 3.79
H -1.56 1.87 3.67
H 0.64 1.32 5.43
H 1.53 0.16 4.42
H 1.31 3.81 2.02
H 2.09 3.70 -0.33
H 4.50 0.48 -1.27
H 4.38 1.03 -2.96
H 3.41 -0.32 -2.41

=====

No. 3
Molecular formula: C3H8O2S
Method: DFT, ωB97M-V/def2-TZVPD

As for the expectation value of S²: 0.753. Its relative energy (zero: lowest compared OMol25 entry of this formula, charge and spin) is 126.4 kJ/mol. The calculation puts the HOMO energy (alpha / beta) at -2.281 / -2.281 eV. Its LUMO energy (alpha / beta) is 2.60 / -0.45 eV. The largest force on an atom comes out at 1.1 eV/A. The gap between HOMO and LUMO (alpha / beta) comes out at 4.88 / 1.83 eV. For the total energy, the calculation gives -667.6891 Ha. As for the total charge: -1. Its spin multiplicity is 2.

Positions of all 14 atoms, in Å:
C -0.01 0.01 -0.12
O -0.49 -1.34 -0.08
C 0.14 0.58 1.30
C 0.10 2.10 1.30
S 1.49 2.97 0.52
H -0.65 0.62 -0.75
H 1.00 0.06 -0.53
H -0.65 0.17 1.94
H 1.14 0.25 1.61
H -0.84 2.39 0.81
H 0.05 2.42 2.34
H -0.63 -1.62 -0.97
H -0.66 -4.06 -3.43
O 0.01 -4.53 -3.95

=====

No. 4
Molecular formula: C2H4O3P
Method: DFT, ωB97M-V/def2-TZVPD

Its relative energy (zero: lowest compared OMol25 entry of this formula, charge and spin) is 254.9 kJ/mol. The calculation puts the HOMO energy (alpha / beta) at -3.201 / -2.546 eV. Its LUMO energy (alpha / beta) is 3.89 / 3.70 eV. The largest force on an atom comes out at 4.5 eV/A. The gap between HOMO and LUMO (alpha / beta) comes out at 7.09 / 6.25 eV. For the total energy, the calculation gives -645.7073 Ha. As for the total charge: -1.

Positions of all 10 atoms, in Å:
C 0.42 0.00 0.51
C 1.63 0.20 -0.23
O -2.25 -1.40 0.13
O -3.38 0.81 0.11
O -0.61 0.75 0.23
P -2.23 0.00 -0.38
H 0.19 -0.88 0.99
H 2.57 0.32 0.43
H 1.72 0.98 -1.09
H 1.94 -0.79 -0.70